# 1
Density functional theory data (ωB97M-V/def2-TZVPD) for C19H40CaP2 as an isolated structure.

```
62
Properties=species:S:1:pos:R:3
P 0.20 -1.67 -2.17
P 0.94 1.80 -1.77
C 0.32 -0.41 -3.46
C 1.29 0.77 -3.27
H -0.69 -0.10 -3.71
H 0.65 -0.98 -4.33
H 2.33 0.41 -3.20
H 1.22 1.39 -4.16
C -0.41 2.73 -2.66
H -0.82 3.55 -2.06
H -1.23 2.05 -2.94
H -0.08 3.18 -3.61
C 2.25 3.06 -1.94
H 2.11 3.64 -2.86
H 3.25 2.61 -1.94
H 2.15 3.73 -1.08
C -0.77 -2.82 -3.21
H -0.97 -3.82 -2.79
H -0.26 -2.95 -4.17
H -1.74 -2.35 -3.43
C 1.93 -2.26 -1.99
H 2.61 -1.40 -1.92
H 2.24 -2.81 -2.88
H 2.08 -2.91 -1.11
Ca 2.34 0.46 0.90
C -2.37 1.32 -0.52
C -3.23 0.72 -1.37
C -3.09 -0.73 -1.52
C -3.14 -1.54 -0.18
C -2.00 -2.39 -0.06
C -0.68 -1.85 -0.44
C -0.40 -0.48 0.30
C -1.44 0.70 0.45
C 1.81 -1.55 2.40
H -2.31 2.42 -0.46
H -3.77 1.14 -2.23
H -2.07 -0.80 -1.96
H -3.77 -1.28 -2.14
H -3.31 -0.88 0.66
H -4.04 -2.13 -0.20
H -2.12 -3.31 0.47
H 0.11 -2.56 -0.09
H 0.54 -0.13 -0.13
H -0.22 -0.67 1.35
H -1.99 0.36 1.34
H -0.88 1.60 0.81
H 2.76 -1.87 2.86
H 1.22 -2.44 2.22
H 1.25 -0.92 3.11
C -0.38 0.52 4.89
C 0.99 1.19 4.58
C 2.06 0.56 5.50
C 1.32 1.43 3.09
H -0.51 -0.52 4.56
H -1.20 1.12 4.48
H -0.49 0.50 5.99
H 0.87 2.23 4.94
H 2.17 -0.53 5.48
H 3.05 1.01 5.35
H 1.71 0.80 6.52
H 2.17 2.13 3.07
H 0.43 1.90 2.64
```

Properties
Energy, eV: -57358.69247
Kohn-Sham gap, eV: 4.44
HOMO level, Ha: -0.1936

# 2
Density functional theory data (ωB97M-V/def2-TZVPD) for a 11-piece molecular cluster, C4H29N2O12 overall.

```
47
Properties=species:S:1:pos:R:3
N -0.03 -0.27 -0.79
C -0.45 1.19 -0.78
C -1.92 1.16 -1.32
C -2.81 0.48 -0.42
O -2.34 -0.24 0.46
C 0.35 2.04 -1.76
N 0.34 3.41 -1.50
O 0.81 1.45 -2.74
H -0.01 -0.60 -1.77
H 0.93 -0.26 -0.45
H -0.57 -0.94 -0.27
H -0.47 1.53 0.34
H -2.24 2.17 -1.64
H -1.88 0.41 -2.25
H -3.92 0.61 -0.50
H 0.87 4.09 -2.01
H 0.00 3.70 -0.61
H 1.19 1.31 1.77
H 2.58 1.72 1.34
O 1.74 1.41 1.07
H 0.39 -0.40 3.62
H 1.20 0.56 4.45
O 0.61 0.55 3.66
H 1.00 -5.06 -1.50
H 0.64 -5.41 -0.15
O 0.70 -4.64 -0.69
H 0.51 -2.93 -0.09
H 1.59 -2.24 0.66
O 0.64 -2.30 0.59
H -1.39 3.85 1.20
H -2.51 2.90 1.36
O -1.94 3.27 0.65
H 0.85 -0.46 -4.65
H -0.06 -0.06 -3.56
O 0.19 -0.85 -4.04
H -1.04 -1.22 2.59
H -0.06 -2.40 2.32
O -0.57 -1.91 3.03
H 4.18 -2.07 0.86
H 3.19 -1.15 1.60
O 3.32 -1.60 0.78
H -0.89 -2.90 -3.61
H -1.31 -3.82 -2.38
O -0.82 -3.11 -2.69
H -0.21 3.69 3.62
H -0.33 2.25 3.28
O -0.04 3.09 2.91
```

Properties
Energy, eV: -32163.78909
Total charge: +1
Kohn-Sham gap, eV: 11.18
HOMO level, Ha: -0.4989

# 3
Density functional theory data (ωB97M-V/def2-TZVPD) for C6H11NS in the gas phase.

```
19
Properties=species:S:1:pos:R:3
S -0.11 2.94 1.52
C -0.26 1.86 0.00
C -0.42 0.42 0.40
C -0.75 -0.39 -1.11
C 0.62 -1.09 -1.21
N 1.15 -2.39 -0.91
C 0.55 -1.57 0.18
C 0.91 -0.33 0.95
H -1.21 2.60 2.18
H 0.70 1.89 -0.61
H -1.12 2.25 -0.43
H -1.19 0.32 1.27
H -1.22 0.26 -1.88
H -1.55 -1.01 -0.84
H 1.42 -0.35 -1.52
H 0.35 -3.18 -1.07
H -0.42 -1.95 0.42
H 0.79 -0.50 2.03
H 1.75 0.21 0.68
```

Properties
Energy, eV: -18720.59252
Kohn-Sham gap, eV: 9.26
HOMO level, Ha: -0.3092
SMILES string: SCC1C[C@@H]2N[C@H]2C1

# 4
Density functional theory data (ωB97M-V/def2-TZVPD) for an isolated ion of composition C4H7N2 and charge +1.

```
13
Properties=species:S:1:pos:R:3
C 2.69 0.26 0.06
N 1.41 0.21 0.07
C 0.36 -0.39 -0.82
C -0.67 0.35 -0.01
C -2.02 0.69 0.00
N 0.47 0.92 0.76
H 3.27 0.81 0.79
H 3.35 -0.33 -0.56
H 0.43 -1.49 -0.98
H 0.39 -0.04 -1.86
H -2.10 1.54 0.71
H -2.73 -0.16 0.14
H -2.47 1.13 -0.93
```

Properties
Energy, eV: -7230.94365
Total charge: +1
Kohn-Sham gap, eV: 9.32
HOMO level, Ha: -0.5494
SMILES string: C=[N+]1CC(C)=N1

# 5
Density functional theory data (ωB97M-V/def2-TZVPD) for C20H32Br4FeN2P2 as an isolated structure.

```
61
Properties=species:S:1:pos:R:3
Fe -1.45 -0.28 -1.70
Br -3.53 1.33 -2.19
C -4.14 2.93 -1.15
Br -2.87 3.57 0.08
H -5.04 2.59 -0.67
H -4.33 3.66 -1.93
C -2.35 -2.45 0.58
P -1.57 -0.82 0.74
C 0.20 -1.17 0.50
N 0.65 -2.35 0.90
C 1.91 -2.69 0.60
C 2.45 -3.91 1.07
C 3.73 -4.25 0.73
C 4.53 -3.40 -0.09
C 4.04 -2.22 -0.56
C 2.73 -1.82 -0.22
N 2.23 -0.66 -0.66
C 1.01 -0.31 -0.29
P 0.42 1.32 -0.85
C 0.47 1.26 -2.67
C 1.56 2.73 -0.36
C 0.91 4.07 -0.68
C 2.83 2.53 -1.23
C 1.92 2.61 1.12
C -1.98 -0.11 2.38
C -1.68 -1.25 3.39
C -3.46 0.27 2.42
C -1.08 1.08 2.67
H -1.72 -3.19 1.08
H -2.48 -2.74 -0.46
H -3.33 -2.43 1.06
H 1.83 -4.55 1.68
H 4.15 -5.18 1.09
H 5.53 -3.71 -0.33
H 4.63 -1.55 -1.18
H 1.36 0.71 -2.99
H 0.48 2.28 -3.05
H -0.39 0.81 -3.21
H 0.57 4.14 -1.72
H 1.68 4.84 -0.55
H 0.09 4.30 -0.02
H 2.64 2.71 -2.28
H 3.29 1.56 -1.10
H 3.54 3.29 -0.90
H 1.04 2.73 1.76
H 2.60 3.43 1.36
H 2.43 1.68 1.35
H -2.37 -2.09 3.27
H -1.83 -0.85 4.39
H -0.65 -1.61 3.32
H -4.12 -0.56 2.18
H -3.68 1.11 1.75
H -3.70 0.58 3.44
H -0.02 0.80 2.70
H -1.33 1.48 3.65
H -1.23 1.88 1.94
Br -0.22 -2.47 -2.67
C -1.42 -2.57 -4.20
Br -2.73 -1.16 -4.00
H -1.91 -3.53 -4.18
H -0.84 -2.40 -5.10
```

Properties
<S²>: 8.769
Spin multiplicity: 6
Energy, eV: -357345.99222
Total charge: +3
Kohn-Sham gap (spin up / spin down), eV: 7.62 / 5.46
HOMO level (spin up / spin down), Ha: -0.6377 / -0.6385

# 6
Density functional theory data (ωB97M-V/def2-TZVPD) for a 2-piece molecular cluster, C8H19PS overall.

```
29
Properties=species:S:1:pos:R:3
C 1.23 -0.94 2.02
C 0.72 0.33 1.28
P 0.22 0.04 -0.54
S 1.53 1.47 -1.47
C -1.41 0.98 -0.58
C -2.50 0.24 0.36
C -1.32 2.43 -0.21
C -1.93 0.86 -2.08
H 0.42 -1.55 2.02
H 2.02 -1.52 1.72
H 1.44 -0.66 3.09
H 1.46 1.17 1.23
H -0.23 0.70 1.67
H 1.95 0.36 -2.23
H -3.24 0.92 0.76
H -2.82 -0.72 -0.12
H -2.09 -0.21 1.16
H -0.67 2.95 -0.82
H -0.94 2.50 0.77
H -2.40 2.81 -0.34
H -2.99 0.94 -2.06
H -1.58 1.64 -2.70
H -1.62 -0.10 -2.43
C 2.04 -3.83 0.06
C 2.40 -3.38 -1.13
H 0.98 -4.20 0.25
H 2.71 -3.82 0.84
H 1.68 -3.47 -1.85
H 3.32 -2.97 -1.11
```

Properties
Energy, eV: -28725.87114
Kohn-Sham gap, eV: 9.45
HOMO level, Ha: -0.3192
SMILES string: CCP(S)C(C)(C)C.C=C

Energy above the lowest of the compared OMol25 structures with the same formula, charge and spin (computed, kJ/mol): 571.20 46.94 472.96 462.61 78.22 144.96